Entry 1:
# C16H19MnN5S

A molecular structure, C16H19MnN5S at a distorted geometry (ωB97M-V with the def2-TZVPD basis set, the Open Molecules 2025 dataset).

**Frontier orbital gap (alpha / beta)**: 7.332 / 6.637 eV
**<S²>**: 6.1400

```
! RIJCOSX wB97M-V def2-TZVPD def2/J DEFGRID3
* xyz 1 5
Mn 0.2293 -0.6509 -0.1658
N -1.0581 -4.7832 0.4692
C -0.4768 -3.5891 0.3570
S -1.2056 -2.4294 -0.7815
N 0.5756 -3.2664 1.0293
N 1.0246 -2.0194 0.8851
C 1.9727 -1.7694 0.0122
C 2.4870 -0.4409 -0.2159
C 3.7829 -0.2448 -0.7279
C 4.2608 1.0393 -0.8655
C 3.4206 2.1115 -0.5600
C 2.1347 1.8514 -0.1280
N 1.6861 0.6142 0.0723
H -1.8848 -4.9763 -0.0683
H -0.6145 -5.5162 0.9978
H 2.4924 -2.5963 -0.4781
H 4.3916 -1.1038 -0.9644
H 5.2700 1.2141 -1.2061
H 3.7600 3.1279 -0.6609
H 1.4317 2.6506 0.0696
C -0.1928 0.6620 2.5589
N -1.0582 0.1380 1.4901
C -1.8804 -0.9305 2.0802
C -1.9569 1.2229 1.0030
C -1.8063 1.4235 -0.4826
C -2.5391 2.3930 -1.1509
C -2.4006 2.5460 -2.5190
C -1.5199 1.7368 -3.2202
C -0.7809 0.7731 -2.5551
C -0.8976 0.6046 -1.1713
H -0.7974 0.9855 3.4140
H 0.3848 1.5103 2.1961
H 0.4924 -0.1153 2.8975
H -2.4666 -0.5373 2.9177
H -1.2446 -1.7321 2.4531
H -2.5526 -1.3314 1.3224
H -1.7301 2.1580 1.5241
H -2.9977 0.9682 1.2252
H -3.2222 3.0195 -0.5975
H -2.9849 3.2866 -3.0415
H -1.4211 1.8556 -4.2887
H -0.1074 0.1399 -3.1261
*
```

Entry 2:
# C9H21ClI2NP2SSc

A molecular structure, C9H21ClI2NP2SSc at a distorted geometry (ωB97M-V with the def2-TZVPD basis set, the Open Molecules 2025 dataset).

**Frontier orbital gap (alpha / beta)**: 4.147 / 3.202 eV
**Energy above the lowest of the compared OMol25 structures with the same formula, charge and spin**: 52.6 kcal/mol

```
! RIJCOSX wB97M-V def2-TZVPD def2/J DEFGRID3
* xyz 2 1
I -1.9366 -2.0578 0.0489
I 1.9320 2.0257 -0.5605
Sc -0.0340 -0.0111 -0.4377
P 1.6772 -1.7605 -1.2270
C 2.5910 -2.4354 0.1827
C 0.9131 -3.1750 -2.0559
H 1.7461 -3.7601 -2.4846
H 3.4843 -1.9503 -2.7387
H 0.2434 -2.7746 -2.8335
H 2.3760 -0.5544 -3.1567
H 1.8195 -2.8851 0.8420
H 0.3067 -3.7362 -1.3267
C 2.9176 -1.0827 -2.3560
H 3.3361 -3.1929 -0.1238
H 3.5392 -0.3523 -1.8132
H 3.0896 -1.5611 0.6503
P -1.9160 1.7533 -0.4287
C -2.2734 2.3138 1.2589
C -1.5057 3.2463 -1.3666
H -3.2711 0.6551 -2.0468
H -4.1476 2.0067 -1.1773
H -3.8772 0.3573 -0.3905
C -3.4870 1.1270 -1.0756
H -1.1784 2.9199 -2.3666
H -2.4332 3.8459 -1.4048
H -3.0788 3.0729 1.3075
H -1.3181 2.7417 1.6269
H -0.6656 3.7613 -0.8728
H -2.5738 1.3977 1.8086
Cl -0.4945 0.0754 -2.8364
S 1.5047 -0.7632 4.4822
C 0.2275 0.4296 4.4674
C -0.1949 0.6379 3.1626
N 0.4573 -0.1056 2.1905
C 1.3767 -0.8895 2.7465
H -0.1882 0.9359 5.3051
H -0.9469 1.2902 2.8303
H 1.9834 -1.5457 2.1703
*
```

Entry 3:
# C48H39N6PRhS

A molecular structure, C48H39N6PRhS (ωB97M-V with the def2-TZVPD basis set, the Open Molecules 2025 dataset).

**Frontier orbital gap (alpha / beta)**: 7.945 / 6.929 eV
**Energy above the lowest of the compared OMol25 structures with the same formula, charge and spin**: 0.0 kcal/mol
**<S²>**: 6.0170

```
! RIJCOSX wB97M-V def2-TZVPD def2/J DEFGRID3
* xyz 1 5
Rh 0.2150 1.3135 -0.4577
C -2.2798 -3.7505 -0.7369
N -2.1109 -2.3284 -1.0011
C -1.2727 -1.4766 -0.3570
N -1.4174 -0.2513 -0.8291
C -2.3758 -0.2989 -1.8017
C -2.8164 -1.5950 -1.9315
C -3.8553 -2.1745 -2.7983
C -3.5639 -3.2342 -3.6547
C -4.5483 -3.7563 -4.4802
C -5.8264 -3.2168 -4.4630
C -6.1191 -2.1539 -3.6202
C -5.1396 -1.6343 -2.7891
C -2.8074 0.9092 -2.5191
C -3.0068 2.0940 -1.8133
C -3.3829 3.2508 -2.4777
C -3.5680 3.2313 -3.8528
C -3.3783 2.0523 -4.5597
C -2.9983 0.8952 -3.8976
P -0.1102 -1.9789 0.9473
C -0.2868 -0.5249 2.0265
N -0.0459 0.7308 1.6807
C -0.4327 1.5266 2.7217
C -0.9095 0.7322 3.7373
N -0.8099 -0.5653 3.2776
C -1.1204 -1.7644 4.0467
C -1.3753 1.0883 5.0854
C -0.5785 1.9137 5.8778
C -1.0007 2.2860 7.1437
C -2.2197 1.8348 7.6309
C -3.0191 1.0160 6.8466
C -2.6017 0.6467 5.5774
C -0.3302 2.9903 2.6248
C -1.3585 3.8091 3.0859
C -1.2648 5.1855 2.9513
C -0.1501 5.7544 2.3495
C 0.8758 4.9439 1.8866
C 0.7887 3.5671 2.0271
C 1.4557 -1.5691 0.1237
N 1.7282 -0.4243 -0.4814
C 2.9902 -0.5252 -0.9952
C 3.4895 -1.7731 -0.7024
N 2.5072 -2.4224 0.0040
C 2.6487 -3.7347 0.6205
C 4.8108 -2.3570 -0.9934
C 5.9584 -1.7147 -0.5349
C 7.2107 -2.2313 -0.8276
C 7.3257 -3.3937 -1.5767
C 6.1867 -4.0359 -2.0412
C 4.9331 -3.5170 -1.7552
C 3.6427 0.5795 -1.7126
C 4.3359 0.3541 -2.8984
C 4.9359 1.4112 -3.5649
C 4.8490 2.6986 -3.0548
C 4.1623 2.9313 -1.8716
C 3.5657 1.8749 -1.2027
H -1.9832 -3.9580 0.2878
H -3.3259 -4.0134 -0.8706
H -1.6722 -4.3459 -1.4166
H -2.5592 -3.6379 -3.6941
H -4.3127 -4.5770 -5.1446
H -6.5926 -3.6217 -5.1105
H -7.1139 -1.7288 -3.6092
H -5.3622 -0.8022 -2.1330
H -2.8706 2.1084 -0.7375
H -3.5319 4.1663 -1.9205
H -3.8579 4.1341 -4.3738
H -3.5169 2.0348 -5.6325
H -2.8358 -0.0182 -4.4562
H -0.8742 -1.5854 5.0900
H -2.1765 -2.0154 3.9653
H -0.5241 -2.5903 3.6695
H 0.3738 2.2610 5.4973
H -0.3751 2.9255 7.7518
H -2.5478 2.1242 8.6202
H -3.9741 0.6717 7.2205
H -3.2443 0.0324 4.9585
H -2.2353 3.3678 3.5432
H -2.0685 5.8148 3.3099
H -0.0821 6.8289 2.2436
H 1.7486 5.3843 1.4228
H 1.6032 2.9338 1.6923
H 3.4660 -3.7169 1.3393
H 1.7217 -3.9845 1.1286
H 2.8570 -4.4867 -0.1354
H 5.8627 -0.8051 0.0449
H 8.0981 -1.7261 -0.4705
H 8.3036 -3.7965 -1.8045
H 6.2748 -4.9343 -2.6374
H 4.0473 -4.0009 -2.1495
H 4.3958 -0.6484 -3.3036
H 5.4662 1.2303 -4.4904
H 5.3142 3.5218 -3.5807
H 4.0923 3.9342 -1.4717
H 3.0273 2.0468 -0.2755
S 0.4502 2.2541 -2.3865
*
```

Entry 4:
# B2H46NiO19

A molecular structure, B2H46NiO19 at a distorted geometry (ωB97M-V with the def2-TZVPD basis set, the Open Molecules 2025 dataset).

**Frontier orbital gap (alpha / beta)**: 8.575 / 8.566 eV
**Energy above the lowest of the compared OMol25 structures with the same formula, charge and spin**: 0.0 kcal/mol
**<S²>**: 2.0030

```
! RIJCOSX wB97M-V def2-TZVPD def2/J DEFGRID3
* xyz 0 3
Ni -0.1289 -0.4154 -0.4073
B -0.1707 1.5472 0.5889
H -0.5144 0.9409 1.4126
H -0.0065 2.5820 0.8468
H 0.7673 1.1267 0.2609
H -0.8856 1.5040 -0.2182
B 0.0352 -1.8716 1.5453
H 0.4790 -0.8898 1.6043
H 0.5943 -2.4775 0.8492
H 0.1130 -2.2631 2.5478
H -0.9986 -1.7580 1.2582
O 2.3722 -3.2295 -1.9800
H 2.1175 -4.1037 -2.2751
H 3.2452 -3.0964 -2.3494
O -3.0661 2.8596 0.5819
H -2.7940 2.9048 1.4985
H -2.2681 2.6302 0.1057
O 3.0382 3.2565 -1.8384
H 2.9522 2.9834 -0.9251
H 2.7492 4.1691 -1.8442
O 0.7427 -0.7803 -4.5034
H 1.6034 -1.1954 -4.4460
H 0.2027 -1.4123 -4.9780
O 0.2854 3.4208 3.3969
H -0.6120 3.1697 3.1784
H 0.8225 2.6974 3.0737
O 4.1696 0.7156 -2.1099
H 4.2185 0.4017 -3.0128
H 3.8996 1.6306 -2.1883
O -4.4884 -0.1644 0.7477
H -5.2171 -0.5803 0.2871
H -4.7464 0.7541 0.8252
O -1.6488 1.1161 4.1078
H -0.8100 1.1593 3.6487
H -1.8371 0.1801 4.1761
O 2.2609 -3.8618 1.2780
H 1.4341 -3.4703 0.9964
H 2.8355 -3.1147 1.4452
O -0.2064 -2.3004 -1.6239
H -0.8360 -2.9955 -1.8153
H 0.6494 -2.7147 -1.7338
O -1.6926 -1.7331 3.9458
H -1.1645 -1.9431 3.1756
H -2.5839 -1.9819 3.7007
O 1.9070 -0.6862 -0.6826
H 2.4489 -1.4405 -0.4511
H 2.4986 -0.1023 -1.1572
O -0.7788 3.0199 -3.3218
H -0.8124 3.4895 -2.4884
H -0.3925 3.6456 -3.9345
O -1.2394 -4.5272 1.3576
H -1.8759 -4.2736 0.6892
H -0.7997 -3.7101 1.5926
O -3.0691 0.4195 -3.4853
H -3.1243 1.3731 -3.4225
H -2.2099 0.2044 -3.1224
O -0.1335 0.4634 -2.3255
H -0.0253 1.3872 -2.5518
H 0.0898 -0.0080 -3.1281
O 1.2138 0.7087 3.4585
H 1.0937 -0.0742 2.9211
H 1.7571 0.4164 4.1904
O -2.1484 -0.6296 -0.5715
H -2.5563 -1.4075 -0.9519
H -2.8631 -0.1804 -0.1201
O 2.4204 2.7741 1.5289
H 1.9792 3.5754 1.8111
H 1.7087 2.1653 1.3311
*
```